Record 1
{
  "formula": "C4H20NO4",
  "method": "wB97M-V/def2-TZVPD",
  "elements": ["H", "H", "C", "N", "C", "H", "H", "H", "H", "H", "H", "C", "H", "H", "H", "H", "H", "O", "H", "H", "H", "H", "O", "O", "H", "O", "H", "H", "C"],
  "positions_angstrom": [[0.2991, 3.3430, 0.8119], [-3.4014, -2.0574, -0.8638], [0.6461, 1.3565, -0.0944], [-0.8680, 1.2655, -0.5083], [-0.1258, 1.8905, 2.3529], [-0.6849, -3.2250, -0.7780], [0.4779, 1.6766, 3.2227], [2.2166, 2.3188, -1.2902], [1.3649, -2.2083, -1.9737], [-3.1716, -1.5513, -2.2582], [1.0070, 0.4121, 0.3201], [0.5668, 2.3101, 1.0613], [-1.2204, -3.3963, 0.7531], [-0.6864, 0.9476, 2.2591], [1.9761, -2.8185, 2.0148], [-1.1232, 2.0095, -1.1545], [0.6706, 2.6797, -1.7990], [-3.4397, -1.2264, -1.3827], [1.3315, 0.9664, -2.1145], [-0.9731, 2.5373, 2.6061], [2.7442, -1.5070, 1.7035], [0.8942, -3.6317, -2.1445], [0.8021, -2.8731, -1.5465], [-1.4392, -3.2571, -0.1493], [1.5633, 2.4531, 1.5077], [1.9012, -1.9486, 1.5885], [-1.0210, 0.3550, -0.9519], [-1.5659, 1.3623, 0.2360], [1.2591, 1.8165, -1.4285]],
  "nbo_charge": [0.227, 0.499, -0.021, -0.697, -0.634, 0.502, 0.246, 0.260, 0.484, 0.469, 0.253, -0.476, 0.479, 0.205, 0.487, 0.432, 0.216, -0.967, 0.233, 0.232, 0.473, 0.490, -0.950, -1.003, 0.254, -0.959, 0.457, 0.446, -0.638],
  "orbital_gap_ev": 10.7,
  "total_charge": 1,
  "homo_energy_ev": -13.679,
  "de_lowest_kcal_mol": 39.5
}



Record 2
{
  "formula": "C4H20NO7S",
  "method": "wB97M-V/def2-TZVPD",
  "elements": ["H", "H", "H", "H", "H", "H", "O", "H", "H", "C", "C", "H", "O", "H", "H", "O", "H", "O", "O", "H", "H", "C", "H", "H", "O", "O", "C", "H", "N", "S", "H", "H", "H"],
  "positions_angstrom": [[-3.0976, -1.6252, -0.8775], [0.8391, -0.4827, 0.0326], [1.1223, -1.9982, 2.9182], [-2.5883, 3.2753, -0.6732], [-1.4471, 2.4641, -0.0017], [-2.2950, -2.6762, -1.7538], [-0.4448, -0.8736, -2.1513], [1.2445, -0.6259, -2.0936], [1.2064, -0.2309, 2.3807], [0.9773, -1.2687, 2.1295], [-0.8841, -1.1690, -1.0070], [0.0411, 1.0646, -3.5352], [0.2914, 2.6641, 0.6969], [-0.8046, 1.0432, -2.4207], [2.7006, -1.2796, -1.8545], [-2.3509, 2.8278, 0.1479], [-2.0709, -2.6979, -0.0279], [-0.2355, 1.6986, -2.8696], [-3.2861, 1.5029, 2.8301], [2.5395, 0.5703, 0.6597], [2.4007, 0.7539, -0.9284], [-0.3272, -1.3434, 1.3528], [-1.0613, -0.8191, 2.0170], [-2.6648, 2.1552, 2.4445], [2.2079, -0.5022, -2.1016], [2.0448, 1.0044, -0.0472], [-2.0818, -2.0162, -0.8809], [-0.6758, -2.3705, 1.4482], [-0.1648, -0.7567, 0.0343], [2.3786, -1.9216, 1.0950], [0.0799, 3.5810, 0.5765], [-4.1330, 1.6378, 2.3997], [0.9253, 2.2639, 0.0398]],
  "nbo_charge": [0.244, 0.481, 0.232, 0.463, 0.509, 0.238, -0.747, 0.505, 0.189, -0.539, 0.681, 0.468, -1.002, 0.483, 0.493, -0.996, 0.231, -0.959, -0.958, 0.512, 0.520, -0.253, 0.191, 0.494, -1.005, -1.017, -0.724, 0.184, -0.633, -0.742, 0.464, 0.464, 0.528],
  "orbital_gap_ev": 6.2,
  "total_charge": -1,
  "homo_energy_ev": -3.300,
  "de_lowest_kcal_mol": 29.8
}



Record 3
{
  "formula": "C4H20O6S",
  "method": "wB97M-V/def2-TZVPD",
  "elements": ["H", "O", "O", "H", "H", "H", "H", "S", "O", "C", "C", "H", "O", "H", "H", "H", "H", "H", "O", "H", "C", "H", "H", "H", "O", "H", "H", "H", "H", "C", "H"],
  "positions_angstrom": [[3.4684, -2.1915, 1.2622], [3.1349, -1.3888, 0.8329], [-0.6296, 2.8228, -1.2626], [2.1426, 1.8146, -2.4025], [-1.8026, -3.5415, -0.9384], [-0.6801, -2.3361, 0.7663], [1.8697, -2.0466, -1.8389], [-2.2207, -2.4398, -1.5997], [-3.1807, 2.8632, -0.8618], [-2.1282, -1.2260, -0.2674], [-0.7776, -0.4080, 1.7316], [0.0389, 1.5259, 2.3184], [2.3785, -1.2271, -1.8259], [-1.7198, 0.1722, 1.8113], [1.2092, -0.2886, 3.5094], [-2.9735, 3.6197, -1.4229], [1.6802, 0.3263, -2.2270], [0.8056, 0.7960, 0.8952], [1.3611, 1.2570, -2.3366], [2.6282, -0.8414, 1.4753], [-0.7817, -1.2858, 0.4674], [-2.2417, 2.5273, -0.9126], [2.8221, -1.2825, -0.9433], [-0.0954, 2.2216, -1.8332], [1.4669, 0.0388, 2.6417], [0.0712, -1.0198, -0.1469], [-1.0504, -0.9996, 2.6221], [-2.2539, -0.2468, -0.7613], [-0.0157, 3.5581, -1.1445], [0.3818, 0.5584, 1.8909], [-2.9077, -1.3318, 0.5008]],
  "nbo_charge": [0.484, -0.998, -0.988, 0.473, 0.109, 0.194, 0.481, -0.031, -0.970, -0.516, -0.458, 0.176, -0.985, 0.224, 0.482, 0.455, 0.521, 0.194, -1.003, 0.517, -0.410, 0.488, 0.514, 0.516, -0.755, 0.215, 0.212, 0.236, 0.477, -0.066, 0.209],
  "orbital_gap_ev": 9.4,
  "smiles": "OCCCCS.O.O.O.O.O",
  "homo_energy_ev": -9.032,
  "de_lowest_kcal_mol": 0.0
}



Record 4
{
  "formula": "C4H21NO6",
  "method": "wB97M-V/def2-TZVPD",
  "elements": ["H", "C", "H", "H", "O", "O", "H", "H", "O", "H", "O", "C", "H", "H", "O", "H", "H", "H", "H", "H", "H", "H", "H", "H", "H", "N", "C", "H", "O", "H", "H", "C"],
  "positions_angstrom": [[2.4135, 1.0414, 1.3429], [2.7363, -0.0068, 1.1520], [-0.6713, -2.8837, 0.5242], [0.7160, -3.8789, -0.3833], [0.5712, 2.9759, 1.6491], [1.1624, 0.2733, -2.8944], [-1.8524, 3.0150, -1.0578], [-0.0044, -2.3386, -1.0902], [-1.8716, -0.4136, 2.9332], [-0.2998, 2.6935, 1.9875], [-1.1662, 2.3865, -0.7178], [1.5408, -2.0760, 0.4176], [-1.7735, 1.6499, -0.5890], [-3.1408, -0.6216, -0.3256], [-2.4156, -0.0587, -0.0422], [0.5651, 1.1561, 0.6257], [-0.3353, -0.2899, -0.0033], [-1.1171, -1.0431, 3.0462], [-1.4869, -0.2536, -2.3377], [1.4444, 0.8485, -2.2070], [0.2794, 3.3607, 0.8871], [1.3956, -0.6427, -2.6569], [3.1099, -0.3103, 2.1390], [-0.6895, -0.6452, -3.5448], [3.6208, 0.0298, 0.4949], [0.4907, 0.1146, 0.4197], [1.5547, -0.7245, 0.5874], [-1.2195, 0.3409, 2.9962], [-1.4913, -0.8697, -2.9985], [-2.3862, 0.0014, 0.8738], [2.4939, -2.5754, 0.7611], [0.3667, -2.8270, -0.1328]],
  "nbo_charge": [0.217, -0.657, 0.190, 0.226, -0.919, -0.963, 0.471, 0.218, -0.941, 0.462, -0.975, -0.364, 0.493, 0.500, -0.984, 0.426, 0.408, 0.481, 0.463, 0.485, 0.476, 0.482, 0.224, 0.489, 0.224, -0.884, 0.189, 0.466, -0.952, 0.503, 0.207, -0.659],
  "orbital_gap_ev": 7.5,
  "smiles": "C/C=C(/C)N.O.O.O.O.O.O",
  "homo_energy_ev": -7.455,
  "de_lowest_kcal_mol": 46.3
}



Record 5
{
  "formula": "C4H21NO8",
  "method": "wB97M-V/def2-TZVPD",
  "elements": ["H", "H", "H", "O", "H", "C", "O", "O", "H", "O", "O", "H", "C", "C", "C", "H", "H", "H", "O", "H", "H", "H", "N", "O", "H", "H", "O", "H", "H", "H", "H", "H", "H", "H"],
  "positions_angstrom": [[0.8687, -0.9233, 2.8280], [-0.1089, -0.1370, -3.2322], [-3.2683, 1.7636, -1.2057], [0.7138, 1.4754, -2.1251], [-0.3231, -0.4138, -0.0791], [0.5574, 0.8952, 1.4108], [-2.4658, 0.0060, -1.3539], [2.7608, 2.7686, -0.6747], [2.5402, 0.3590, -0.3623], [-0.8127, -0.6953, -3.1965], [0.8942, -2.9388, 2.3705], [-2.2281, -0.7217, -0.8258], [0.6150, 0.2694, 0.0341], [0.2788, 0.0336, 2.6142], [0.3663, 1.4461, -0.9694], [-0.5127, -2.3786, -0.3524], [-2.9041, 1.2959, 0.1007], [1.3082, -2.2308, 1.7529], [-3.3656, 2.0841, -0.3076], [-0.9161, -3.4942, -1.4026], [2.0646, -1.0396, -0.7472], [0.2407, -3.3226, 1.8142], [1.9232, -0.2937, -0.1166], [-0.8644, -0.8419, 2.5091], [-0.7516, -1.4226, -2.6874], [-1.6512, -0.2781, 2.5779], [-0.9680, -2.5396, -1.2375], [3.3710, 2.1339, -1.1402], [-0.3516, 1.6999, 1.3522], [-0.0813, 2.3730, -0.5924], [1.3967, 1.6175, 1.6356], [-2.0005, -0.2818, -2.1154], [3.1483, 3.1471, 0.1326], [0.5261, 0.5850, 3.5914]],
  "nbo_charge": [0.221, 0.495, 0.482, -0.570, 0.216, -0.437, -0.979, -0.955, 0.359, -0.951, -0.921, 0.462, -0.187, -0.122, 0.473, 0.489, 0.462, 0.471, -0.949, 0.497, 0.368, 0.457, -0.837, -0.729, 0.483, 0.462, -0.973, 0.483, 0.202, 0.135, 0.231, 0.490, 0.484, 0.185],
  "orbital_gap_ev": 9.4,
  "smiles": "N[C@H](C=O)CCO.O.O.O.O.O.O",
  "homo_energy_ev": -9.596,
  "de_lowest_kcal_mol": 95.0
}



Record 6
{
  "formula": "C4H21NO8",
  "method": "wB97M-V/def2-TZVPD",
  "elements": ["H", "H", "O", "H", "O", "H", "H", "C", "H", "N", "H", "H", "O", "O", "C", "H", "C", "C", "H", "H", "O", "H", "O", "H", "H", "O", "H", "H", "O", "H", "H", "H", "H", "H"],
  "positions_angstrom": [[-2.6072, -1.1238, -0.0179], [3.2415, -2.4278, -1.5085], [3.8498, 0.2709, -0.7134], [3.2645, 0.6183, -0.1096], [2.0827, 2.0790, 1.8496], [3.6412, 0.4647, -1.6075], [-0.1115, 1.0362, -2.9003], [-1.0845, -0.7933, 2.1896], [-0.1127, -2.0143, -0.8242], [-0.6711, -0.1219, 0.0695], [-1.3583, 4.2692, -0.7514], [2.2321, -3.0609, 1.3371], [0.4235, 1.5390, -2.4092], [-3.0611, 1.2753, -1.8454], [-0.5022, -1.9458, 1.4520], [-2.6388, 0.4994, -2.0353], [-0.2569, -1.4407, 0.1179], [-1.0511, 0.3161, 1.3729], [-1.2349, 1.3532, 1.6333], [1.8273, 2.0776, 2.7537], [-3.6460, -1.1685, -0.1322], [-3.8043, 0.8275, -1.5492], [-1.4125, 3.2991, -0.9387], [-4.0417, -0.7729, 0.6676], [-1.1346, -0.7184, 3.2135], [2.8186, -2.6858, 2.0413], [3.0733, -1.9827, 1.5702], [1.6810, -2.0545, -1.2980], [2.3358, -2.6120, -1.1326], [0.1391, 2.4691, -2.1949], [-0.2604, -2.8830, 1.9715], [-0.5200, 0.5408, -0.7998], [-2.3763, 2.8555, -0.8980], [1.2758, 2.0158, 1.4264]],
  "nbo_charge": [0.499, 0.502, -0.955, 0.482, -0.929, 0.473, 0.467, -0.297, 0.208, -0.590, 0.488, 0.471, -0.973, -0.934, -0.297, 0.465, -0.096, -0.098, 0.223, 0.468, -0.984, 0.483, -1.027, 0.478, 0.219, -0.928, 0.457, 0.464, -0.964, 0.525, 0.245, 0.461, 0.532, 0.462],
  "orbital_gap_ev": 8.9,
  "smiles": "c1cc[nH]c1.O.O.O.O.O.O.O.O",
  "homo_energy_ev": -8.839,
  "de_lowest_kcal_mol": 79.0
}